Entry 1:
A gas-phase ion, C4H8BrClFN2 (charge +1) in a non-equilibrium geometry, computed with wB97M-V/def2-TZVPD.

Cartesian coordinates (Å):
C -0.46830 1.49266 -0.42522
C 0.57724 0.61107 0.18947
C -0.81482 -1.30802 0.49140
C -2.29327 -0.03674 -0.28580
N -1.80023 1.17693 0.07743
N 0.31039 -0.79581 -0.26515
F -2.60330 2.22518 -0.18427
Cl -2.16139 -0.55329 -1.96074
Br -4.03770 -0.32887 0.55489
H -0.19998 2.43631 -0.08593
H -0.20425 1.40576 -1.56761
H 1.53332 0.92575 -0.23272
H 0.55976 0.83419 1.34026
H -0.91556 -1.15975 1.61614
H -1.09673 -2.31913 0.28348
H -0.09976 -0.81191 -1.30594
H 1.20862 -1.34356 -0.49444

Energy in a.u.: -3400.2243
Kohn-Sham gap (alpha / beta) in eV: 7.223 / 6.648
HOMO level (alpha / beta) in eV: -10.719 / -14.175
Spin multiplicity: 3
⟨S²⟩: 2.01
LUMO level (alpha / beta) in eV: -3.50 / -7.53
Charge: +1

Entry 2:
A molecular structure, C27H44N3OP3Y in a non-equilibrium geometry, computed with wB97M-V/def2-TZVPD.

Cartesian coordinates (Å):
Y 0.09477 -0.17308 -0.83428
P 1.79398 1.58919 0.81099
P -1.33158 2.27589 -1.35279
P 2.38702 -0.59835 -2.32069
H -3.12860 -3.67661 0.48875
C -2.74855 -4.26057 -0.37063
C -1.54366 -4.86734 -0.30039
H -0.95892 -4.76169 0.62246
C 1.22606 2.39405 2.35255
C 2.75225 2.95399 0.05332
C 3.13201 0.53363 1.47787
C -2.84598 2.15691 -2.36506
C -1.85135 3.40873 -0.03217
C -0.38190 3.48291 -2.34574
C 2.99848 -2.28367 -1.98969
C 3.91414 0.38566 -2.33529
C 2.11006 -0.72665 -4.11018
H -3.44938 -4.47528 -1.16844
H -1.09206 -5.36636 -1.16487
H 1.29853 1.72487 3.21961
H 0.17900 2.69659 2.23055
H 1.83836 3.28579 2.53706
H 2.06111 3.77042 -0.19596
H 3.25886 2.62375 -0.86206
H 3.50022 3.32157 0.76841
H 2.73711 -0.08852 2.28966
H 3.91903 1.19200 1.86607
H 3.54558 -0.12368 0.70027
H -3.27428 3.15570 -2.46782
H -3.55606 1.48030 -1.87121
H -2.59460 1.74677 -3.35200
H -2.20231 4.37418 -0.46616
H -1.05451 3.68153 0.67228
H -2.68946 3.00731 0.54651
H -0.92172 4.45294 -2.37341
H -0.21926 3.18078 -3.38660
H 0.59826 3.69655 -1.89869
H 3.69221 -2.56516 -2.79328
H 2.12629 -2.95270 -1.99506
H 3.49536 -2.34039 -1.01399
H 4.69370 -0.12774 -2.91498
H 4.24650 0.53402 -1.30530
H 3.70446 1.35729 -2.79972
H 2.91305 -1.33456 -4.54631
H 2.13771 0.29704 -4.50052
H 1.13487 -1.18659 -4.32361
C -1.68851 -1.40850 -3.08653
C -2.88307 -0.89996 -3.69223
C -3.30129 -1.36769 -4.94575
C -2.56525 -2.35061 -5.65320
C -1.46439 -2.95886 -5.01807
C -1.08982 -2.54728 -3.73502
O -1.26313 -0.99531 -1.91533
H -0.75994 1.09857 -1.74409
H -3.43150 -0.16931 -3.15100
H -4.18332 -0.98480 -5.45703
H -2.88255 -2.65866 -6.69610
H -0.94703 -3.73621 -5.55055
H -0.38721 -3.13396 -3.20972
N -0.83516 2.07462 9.59776
C -0.79496 1.55392 8.55298
C -0.74309 0.89817 7.26083
C -1.45252 1.41676 6.17169
C -1.36225 0.81451 4.90442
C -0.55441 -0.31232 4.72742
C 0.13547 -0.86194 5.82030
C 0.04221 -0.24433 7.07953
N -0.38436 -0.84312 3.41594
C 0.30817 -2.03125 3.09950
C 0.34357 -2.13411 1.72858
N -0.33082 -1.02955 1.20949
C -0.73981 -0.27315 2.24993
H -2.06331 2.30261 6.31499
H -1.91538 1.23701 4.06885
H 0.77112 -1.73622 5.70370
H 0.59146 -0.63612 7.93050
H 0.69181 -2.68447 3.85065
H 0.79941 -2.89981 1.12588
H -1.30495 0.64992 2.16218

Energy in a.u.: -2356.1044
Kohn-Sham gap (alpha / beta) in eV: 4.381 / 4.379
HOMO level (alpha / beta) in eV: -15.768 / -15.767
LUMO level (alpha / beta) in eV: -11.39 / -11.39
Charge: +3

Entry 3:
A molecular structure, C4H6Br2O3S in a non-equilibrium geometry, computed with wB97M-V/def2-TZVPD.

Cartesian coordinates (Å):
C -0.05417 1.04532 1.14405
C 1.11069 0.13376 0.53794
C 0.81893 -0.05721 -0.85539
C -0.77812 -0.74053 -1.04248
O -2.25271 1.45660 -0.36081
O -2.23644 -0.50340 1.19198
O 0.94232 -1.13560 1.31839
S -1.54989 0.38220 0.29079
Br 2.20631 -1.31617 -1.52682
Br -1.58990 -0.16010 -2.63622
H -0.26805 0.99091 2.22528
H 0.06696 2.09285 0.78198
H 2.06987 0.56177 0.66949
H 0.93895 0.83949 -1.51879
H -0.73000 -1.79766 -0.99456
H 1.30528 -1.79221 0.77519

Energy in a.u.: -5927.8834
Kohn-Sham gap in eV: 10.436
HOMO level in eV: -10.187
LUMO level in eV: 0.25
Charge: 0

Entry 4:
A molecular structure, C3HEuO3 in a non-equilibrium geometry, computed with wB97M-V/def2-TZVPD.

Cartesian coordinates (Å):
C 1.71536 1.16998 -0.52751
C 0.50755 1.23327 -0.42733
O -0.74344 0.81773 -0.31975
C -0.97515 -0.42014 0.26528
O -2.19630 -0.68525 0.10553
Eu -3.79015 -2.21321 1.38316
O 2.83766 0.51043 -0.42523
H 2.64447 -0.41280 -0.05414

Energy in a.u.: -1050.3258
Kohn-Sham gap (alpha / beta) in eV: 6.006 / 4.724
HOMO level (alpha / beta) in eV: -9.940 / -11.886
Spin multiplicity: 8
⟨S²⟩: 15.77
LUMO level (alpha / beta) in eV: -3.93 / -7.16
Charge: +1

Entry 5:
A molecular structure, C36H43FN3NiO4P2S3, computed with wB97M-V/def2-TZVPD.

Cartesian coordinates (Å):
Ni 1.90015 -2.32393 0.20247
F -0.10171 3.36042 2.08994
C -0.92147 2.32474 1.79060
C -0.40998 1.05788 1.75506
C -1.22846 -0.00569 1.38105
C -0.63037 -1.34364 1.26886
O 0.48506 -1.58401 1.74822
C -1.43004 -2.29759 0.55701
C -2.74056 -2.02643 0.34739
N -3.34006 -0.83296 0.59546
C -4.75900 -0.68332 0.39218
C -5.25952 0.15397 -0.75300
C -5.39551 -1.33820 -0.79359
C -2.56639 0.22835 1.03741
C -3.08228 1.52463 1.14550
C -2.26470 2.58293 1.49367
N -2.83719 3.88625 1.52038
C -3.46495 4.36740 0.30049
C -4.76314 5.07837 0.70051
N -4.56954 5.59430 2.10803
C -3.18544 6.15166 2.27529
C -2.19735 4.97426 2.23998
C -0.86530 -3.58208 0.00133
O -1.59230 -4.56556 -0.07549
O 0.33221 -3.50075 -0.43404
H 0.63721 0.86797 1.94106
H -3.37814 -2.79870 -0.06000
H -5.33306 -0.66551 1.31250
H -4.50458 0.58481 -1.39417
H -6.14733 0.75086 -0.59311
H -4.75244 -1.86820 -1.48059
H -6.37083 -1.77759 -0.64916
H -4.12712 1.70723 0.94248
H -3.69077 3.53849 -0.36604
H -2.80158 5.04958 -0.24769
H -5.61650 4.40266 0.73552
H -5.00028 5.93369 0.07003
H -4.66211 4.79430 2.73828
H -5.28384 6.28007 2.34859
H -3.14359 6.70372 3.21144
H -3.04584 6.84761 1.44955
H -1.96900 4.64031 3.25255
H -1.26711 5.32548 1.78476
C 5.17720 -1.68381 -0.26656
P 3.90480 -1.73823 1.02267
C 4.12656 -0.19770 1.93908
C 4.46815 -3.04718 2.17681
C 4.15274 -4.41257 1.56010
P 2.42752 -4.37605 0.93541
C 1.39541 -4.78713 2.36616
C 2.26977 -5.79694 -0.16765
H 6.16675 -1.51698 0.16228
H 4.93456 -0.87447 -0.95665
H 5.17772 -2.61045 -0.84126
H 5.13525 -0.14142 2.35267
H 3.39793 -0.13918 2.74714
H 3.96180 0.63956 1.26545
H 3.90576 -2.91768 3.10598
H 5.52693 -2.92789 2.41883
H 4.29566 -5.22905 2.27128
H 4.81074 -4.60759 0.70874
H 1.75399 -5.68741 2.86866
H 0.37769 -4.95363 2.01296
H 1.38178 -3.95186 3.06508
H 2.63687 -6.69955 0.32352
H 2.83712 -5.62822 -1.08225
H 1.21841 -5.90727 -0.42786
O 1.67992 -0.50257 -0.43607
C 1.59394 -0.05347 -1.74029
C 2.01146 1.40517 -1.77166
C 2.04640 2.28145 -2.81494
C 2.44704 3.58747 -2.42877
C 2.69443 3.67221 -1.09114
S 2.43618 2.17653 -0.30535
C 2.53023 -0.85527 -2.65095
C 3.52717 -0.48131 -3.50206
C 4.22975 -1.58677 -4.06262
C 3.76480 -2.78493 -3.61584
S 2.45865 -2.57077 -2.53048
C 0.13839 -0.09341 -2.23364
C -0.77660 0.91340 -2.09035
C -2.06517 0.57107 -2.56434
C -2.11018 -0.69868 -3.06135
S -0.60180 -1.48093 -2.92378
H 1.77340 2.00514 -3.82339
H 2.55239 4.41636 -3.11277
H 3.02439 4.53360 -0.53568
H 3.76904 0.54864 -3.71279
H 5.04348 -1.48780 -4.76514
H 4.09694 -3.77313 -3.88475
H -0.51908 1.87928 -1.67777
H -2.90247 1.25547 -2.58469
H -2.93909 -1.20186 -3.53072

Energy in a.u.: -5348.0868
Kohn-Sham gap (alpha / beta) in eV: 6.317 / 6.380
HOMO level (alpha / beta) in eV: -9.363 / -9.426
LUMO level (alpha / beta) in eV: -3.05 / -3.05
Charge: +1

Entry 6:
C5H12O in the gas phase in a non-equilibrium geometry, computed with wB97M-V/def2-TZVPD.

Cartesian coordinates (Å):
C -0.52282 0.85070 -2.05246
C 0.42162 -0.20826 -1.46960
C 0.68523 -0.04766 0.03374
C -0.56049 -0.30604 0.88481
C -0.38781 -0.04190 2.36925
H -1.53198 0.79364 -1.62466
H -0.15663 1.85565 -1.78800
H -0.64107 0.82343 -3.12662
H 0.11671 -1.20171 -1.71319
H 1.40464 -0.10134 -1.93675
H 0.96813 1.02703 0.18530
H 1.62832 -1.74453 0.30583
H -1.37207 0.32777 0.53212
H -0.88787 -1.33807 0.68989
H -1.27200 -0.30608 2.97013
H -0.17804 1.00551 2.56770
H 0.48703 -0.58338 2.72702
O 1.79908 -0.80477 0.44550

Energy in a.u.: -272.9396
Kohn-Sham gap in eV: 11.282
HOMO level in eV: -10.188
LUMO level in eV: 1.09
Structure (SMILES): CCC(O)CC
Charge: 0

Entry 7:
2 unconnected molecules or ions with the total composition C4H8NOP in a non-equilibrium geometry, computed with wB97M-V/def2-TZVPD.

Cartesian coordinates (Å):
C -0.98470 -0.82474 -0.73227
C -0.74549 0.26450 -1.45077
C -0.14555 -1.32465 0.31635
C 1.23165 -0.67724 0.19559
N -0.53364 1.47389 1.77126
O 1.81521 1.83395 -1.26400
P 0.85755 0.84219 -0.75443
H -1.91652 -1.23442 -1.12699
H -1.28830 0.66143 -2.21298
H -0.60287 -1.09380 1.22509
H -0.11996 -2.47663 0.15410
H 1.58658 -0.25425 1.24433
H 2.04749 -1.24756 -0.31426
H -1.26657 1.77193 1.05810
H 0.06513 2.28540 1.89088

Energy in a.u.: -628.4013
Kohn-Sham gap (alpha / beta) in eV: 7.255 / 8.721
HOMO level (alpha / beta) in eV: -6.399 / -10.125
Spin multiplicity: 3
⟨S²⟩: 2.01
LUMO level (alpha / beta) in eV: 0.86 / -1.40
Charge: 0

Entry 8:
A molecular structure, C21H15AuN6O2S2, computed with wB97M-V/def2-TZVPD.

Cartesian coordinates (Å):
Au 1.41711 0.21834 0.50796
N -3.24987 2.37226 -0.15214
C -2.02702 2.21724 0.40193
N -0.90886 2.26358 -0.22790
C -0.94174 2.39474 -1.61241
N 0.10535 2.23363 -2.34435
N 1.19286 1.76591 -1.64730
C 2.31636 2.29436 -1.87208
C 3.50206 1.76614 -1.15367
C 4.77083 2.08016 -1.61508
C 5.88195 1.62879 -0.92367
C 5.69378 0.86966 0.21663
C 4.39865 0.58284 0.61287
N 3.32466 1.02310 -0.04725
C -2.21632 2.73513 -2.26582
C -2.31278 3.06812 -3.61838
C -3.53960 3.33799 -4.18512
C -4.69786 3.27427 -3.40619
C -4.62364 2.95128 -2.06845
C -3.37778 2.68539 -1.50250
H -4.07107 2.21479 0.40720
H -2.02176 2.05292 1.47482
H 2.45804 3.13459 -2.55194
H 4.87316 2.66390 -2.51980
H 6.87789 1.86860 -1.27110
H 6.52390 0.50004 0.79992
H 4.19586 -0.01955 1.48768
H -1.40324 3.10103 -4.20158
H -3.60803 3.59542 -5.23294
H -5.66157 3.48242 -3.85084
H -5.51693 2.90159 -1.45804
O 2.07781 -3.58308 4.61042
S 1.77159 -3.85546 3.23672
O 2.66117 -4.67801 2.47099
N 1.50435 -2.42627 2.44454
C 0.27698 -2.31932 2.06852
S -0.40591 -0.98033 1.22207
C -0.60815 -3.48550 2.40987
C -1.93745 -3.70550 2.09242
C -2.50724 -4.91642 2.46415
C -1.76164 -5.88517 3.13136
C -0.42678 -5.66438 3.44713
C 0.11587 -4.45065 3.07873
H -2.50823 -2.95431 1.56371
H -3.54221 -5.11722 2.21999
H -2.22709 -6.82461 3.39937
H 0.16255 -6.41243 3.95954

Energy in a.u.: -2220.3423
Kohn-Sham gap in eV: 7.473
HOMO level in eV: -8.016
LUMO level in eV: -0.54
Charge: 0

Entry 9:
C4H8O in the gas phase in a non-equilibrium geometry, computed with wB97M-V/def2-TZVPD.

Cartesian coordinates (Å):
C 0.12863 -1.28021 1.99340
C -0.19240 1.11192 -0.83850
O 0.16079 0.66508 -2.10025
C -0.48995 0.05342 0.15634
C 0.50544 -0.57389 0.82302
H 0.33357 -2.36197 1.96489
H 0.56693 -0.89249 2.88933
H -1.00213 -1.28258 2.20848
H 0.66870 1.69073 -0.45126
H -0.94611 1.85849 -0.77289
H -0.62213 0.28060 -2.55399
H -1.58420 0.01878 0.30121
H 1.58872 -0.49965 0.41070

Energy in a.u.: -232.3815
Kohn-Sham gap in eV: 10.152
HOMO level in eV: -9.174
LUMO level in eV: 0.98
Structure (SMILES): C/C=C/CO
Charge: 0

Entry 10:
A molecular structure, C19H15BF4N3O3RuS in a non-equilibrium geometry, computed with wB97M-V/def2-TZVPD.

Cartesian coordinates (Å):
Ru -1.10163 -0.78848 -0.86955
O 3.23330 0.47719 -1.24417
C 3.70614 -0.03463 -0.08216
C 5.08235 0.01028 0.12266
C 5.63299 -0.49732 1.28223
C 4.82278 -1.06033 2.26300
C 3.45478 -1.10828 2.06871
C 2.87317 -0.60145 0.90687
C 1.39364 -0.65896 0.72306
O 0.88530 -0.14008 -0.40987
N 0.68888 -1.14974 1.62734
N -0.67090 -1.15069 1.27339
C -1.47297 -1.34327 2.22007
C -2.91598 -1.40883 2.14051
C -3.62463 -1.55758 3.32959
C -5.00043 -1.64063 3.34261
C -5.68349 -1.58512 2.14393
C -4.99305 -1.44912 0.95347
C -3.60103 -1.35081 0.93584
O -2.97904 -1.22970 -0.25123
H 2.26553 0.32959 -1.23603
H 5.69937 0.44604 -0.65457
H 6.70629 -0.45734 1.42492
H 5.25948 -1.46026 3.16928
H 2.80059 -1.54108 2.81253
H -1.01968 -1.46135 3.20461
H -3.06343 -1.60519 4.25669
H -5.54045 -1.75138 4.27362
H -6.76447 -1.65545 2.13954
H -5.49769 -1.41220 -0.00441
S -2.12190 1.44416 -1.40679
C -0.83874 2.46629 -1.96380
N -1.03172 3.79853 -1.78928
C -0.14293 4.75848 -2.13412
C 1.04602 4.41228 -2.68704
C 1.30252 3.05109 -2.89757
C 0.37660 2.09316 -2.55263
H -1.90697 4.06406 -1.35521
H -0.43937 5.77716 -1.93063
H 1.76495 5.17226 -2.95306
H 2.24224 2.74120 -3.33627
H 0.56182 1.04093 -2.74032
F 0.46824 -2.86465 -1.73614
B -0.24638 -2.45872 -2.86852
F 0.05299 -1.04885 -3.05899
F -0.03345 -3.18673 -3.98871
F -1.62962 -2.42451 -2.46341

Energy in a.u.: -2040.5948
Kohn-Sham gap (alpha / beta) in eV: 7.169 / 6.520
HOMO level (alpha / beta) in eV: -8.120 / -8.158
Spin multiplicity: 6
⟨S²⟩: 8.76
LUMO level (alpha / beta) in eV: -0.95 / -1.64
Charge: 0

Entry 11:
C3H5N5 in the gas phase in a non-equilibrium geometry, computed with wB97M-V/def2-TZVPD.

Cartesian coordinates (Å):
C 2.02690 0.46312 -0.04970
C -0.29386 1.09088 -0.07840
C -1.28479 -1.23053 -0.02684
H 2.38956 -1.25926 0.86021
H 2.12816 1.53879 -0.68953
H -0.09683 2.27046 -0.36779
H -3.06246 -0.31109 -0.22673
H -1.65716 -2.18823 -0.26341
N 3.01982 -0.35574 0.52498
N 0.63813 0.07482 -0.32845
N -1.57969 1.21773 0.37727
N -2.17564 -0.15733 0.45455
N -0.05215 -1.15362 -0.18615

Energy in a.u.: -390.8755
Kohn-Sham gap in eV: 9.004
HOMO level in eV: -8.632
LUMO level in eV: 0.37
Structure (SMILES): [H]/N=C\N1C=NNC=N1
Charge: 0

Entry 12:
C3H8N2OS in the gas phase in a non-equilibrium geometry, computed with wB97M-V/def2-TZVPD.

Cartesian coordinates (Å):
N 0.97298 1.22429 0.10249
C 0.05458 0.09649 0.12196
C 0.22341 -0.76724 1.36702
S -0.15486 0.21912 2.83731
C 0.06277 -0.62299 -1.21977
N -0.53297 0.08397 -2.22750
O 0.45028 -1.76498 -1.35920
H 0.69713 2.03577 0.60936
H -1.37892 -0.28752 2.93944
H 1.36109 1.45181 -0.79848
H -0.96038 0.50082 0.17361
H -0.44522 -1.61870 1.27304
H 1.25608 -1.10755 1.31571
H -1.12804 0.85182 -1.98516
H -0.47794 -0.29509 -3.14984

Energy in a.u.: -702.0543
Kohn-Sham gap in eV: 9.807
HOMO level in eV: -9.140
LUMO level in eV: 0.67
Structure (SMILES): NC(=O)[C@H](N)CS
Charge: 0